300
Properties=species:S:1:pos:R:3:mulliken_charge:R:1 method="wB97M-V/def2-TZVPD" orbital_gap_ev=9.329 spin_multiplicity=1 e_tot_ha=-5874.82594 e_homo_ha=-0.3349
C 6.930 6.434 2.354 -0.430
O 7.032 7.196 1.120 -0.438
C 6.281 6.593 0.046 -0.445
C 4.754 6.391 0.311 -0.239
O 4.092 5.636 -0.768 -0.290
C 2.661 5.767 -0.674 -0.820
H 6.626 5.400 2.191 0.050
H 6.198 6.915 3.002 0.251
H 7.811 6.547 2.986 0.271
H 6.791 5.661 -0.199 0.247
H 6.490 7.263 -0.787 0.348
H 4.297 7.364 0.489 0.409
H 4.539 5.757 1.172 0.211
H 2.054 5.200 -1.379 0.093
H 2.527 6.732 -1.162 0.428
H 2.329 5.587 0.349 0.403
C -1.179 6.533 -4.177 -0.407
O -1.555 5.552 -5.069 -0.458
C -2.107 4.278 -4.466 0.086
C -3.682 4.331 -4.359 -0.376
O -4.031 5.466 -3.727 -0.231
C -5.344 5.507 -3.351 -0.731
H -0.791 7.438 -4.643 0.359
H -0.355 6.252 -3.520 0.062
H -2.031 6.871 -3.588 0.194
H -1.777 4.167 -3.433 0.094
H -1.795 3.468 -5.125 -0.148
H -3.916 3.460 -3.747 0.239
H -4.157 4.171 -5.326 0.440
H -5.974 5.422 -4.237 0.492
H -5.637 6.495 -2.997 0.328
H -5.569 4.774 -2.576 0.105
C 2.857 -1.567 0.150 -1.281
O 1.812 -0.667 -0.267 1.079
C 0.574 -1.359 -0.456 -0.535
C -0.597 -0.282 -0.752 -1.115
O -0.952 0.227 0.515 0.276
C -1.402 1.586 0.588 -0.942
H 3.157 -2.409 -0.473 0.460
H 2.813 -1.922 1.180 0.108
H 3.775 -0.981 0.098 0.149
H 0.266 -1.876 0.453 0.142
H 0.755 -2.092 -1.242 0.242
H -1.407 -0.861 -1.195 0.380
H -0.224 0.445 -1.474 0.378
H -1.628 1.857 1.619 0.025
H -2.316 1.661 -0.001 0.606
H -0.551 2.193 0.278 0.332
C 7.848 -3.483 -0.247 -0.753
O 8.142 -2.067 -0.268 -0.148
C 9.342 -1.662 -0.932 -0.594
C 9.361 -0.177 -1.119 0.019
O 9.824 0.086 -2.374 -0.465
C 8.969 -0.200 -3.431 -0.539
H 8.722 -4.042 0.088 0.395
H 7.588 -3.957 -1.193 0.315
H 7.016 -3.655 0.436 0.105
H 9.559 -2.202 -1.853 0.451
H 10.195 -1.861 -0.283 0.300
H 9.925 0.367 -0.360 0.384
H 8.410 0.332 -0.961 -0.161
H 8.792 -1.266 -3.579 0.249
H 9.080 0.147 -4.458 0.379
H 8.017 0.276 -3.197 0.071
C 4.090 -7.920 2.420 -0.681
O 3.262 -7.532 1.345 -0.349
C 3.671 -6.336 0.712 -0.460
C 3.283 -5.079 1.589 0.075
O 1.935 -5.058 2.113 0.043
C 0.916 -4.969 1.176 -0.669
H 4.077 -7.248 3.279 0.204
H 5.099 -7.801 2.025 0.353
H 3.868 -8.941 2.728 0.257
H 3.059 -6.513 -0.173 -0.005
H 4.707 -6.249 0.386 0.434
H 3.695 -4.173 1.145 -0.195
H 3.877 -5.109 2.502 0.300
H 0.990 -4.297 0.321 0.218
H 0.102 -4.490 1.721 0.161
H 0.746 -5.966 0.771 0.384
C 2.278 1.925 1.516 -0.068
O 2.414 1.142 2.676 -0.282
C 1.288 0.340 2.940 2.053
C 1.431 -0.332 4.252 -0.138
O 0.625 -1.533 4.362 -0.156
C -0.726 -1.363 4.335 -0.631
H 3.169 2.525 1.330 -0.070
H 1.516 2.685 1.685 0.109
H 2.182 1.427 0.551 -0.279
H 1.075 -0.396 2.165 -0.537
H 0.406 0.972 3.044 -0.617
H 1.359 0.408 5.050 0.242
H 2.477 -0.619 4.356 -0.542
H -1.185 -2.341 4.481 0.472
H -1.075 -0.937 3.395 -0.001
H -0.965 -0.641 5.116 0.024
C -6.540 0.053 -2.937 -0.557
O -5.107 0.047 -3.079 0.073
C -4.561 -0.642 -4.191 -0.263
C -4.792 -0.044 -5.546 -0.564
O -3.516 -0.029 -6.341 -0.138
C -3.319 0.922 -7.364 -0.721
H -6.721 0.637 -2.035 -0.067
H -6.870 -0.984 -2.869 0.243
H -6.933 0.511 -3.845 0.343
H -4.925 -1.668 -4.233 0.171
H -3.501 -0.814 -4.006 0.047
H -5.166 0.977 -5.463 0.385
H -5.550 -0.662 -6.028 0.304
H -2.337 0.623 -7.729 0.183
H -3.354 1.997 -7.182 0.242
H -3.943 0.691 -8.227 0.353
C 2.136 -2.227 -5.328 -0.382
O 2.715 -1.661 -4.160 -0.188
C 3.043 -0.307 -4.330 -0.121
C 4.347 -0.071 -3.503 -0.650
O 4.651 1.215 -2.889 -0.463
C 3.657 1.722 -2.055 0.492
H 2.572 -2.003 -6.302 0.401
H 1.098 -1.903 -5.408 0.199
H 2.038 -3.311 -5.274 -0.081
H 2.196 0.260 -3.943 0.017
H 3.169 0.091 -5.337 0.387
H 5.234 -0.356 -4.070 0.278
H 4.265 -0.748 -2.653 0.284
H 3.497 1.204 -1.110 -0.782
H 2.645 1.805 -2.453 -0.309
H 3.869 2.784 -1.929 0.629
C -2.339 -7.374 1.793 -0.643
O -1.910 -7.456 0.519 -0.499
C -2.209 -6.428 -0.379 0.413
C -3.516 -6.743 -1.095 0.419
O -3.514 -7.728 -2.169 -0.431
C -2.852 -8.968 -1.896 -0.683
H -1.760 -6.725 2.450 0.180
H -2.198 -8.342 2.273 0.296
H -3.404 -7.172 1.906 0.284
H -1.334 -6.432 -1.029 -0.335
H -2.207 -5.439 0.080 0.254
H -4.049 -5.815 -1.298 -0.480
H -4.165 -7.150 -0.320 0.458
H -1.815 -8.780 -1.621 0.214
H -2.993 -9.611 -2.765 0.243
H -3.356 -9.440 -1.052 0.312
C -2.559 4.409 2.860 -0.070
O -2.723 5.475 1.963 -0.457
C -2.924 5.024 0.628 0.436
C -3.255 6.304 -0.173 -0.585
O -2.161 7.269 -0.444 -0.427
C -1.414 7.682 0.687 -0.543
H -3.403 3.727 2.962 0.097
H -2.342 4.845 3.835 0.252
H -1.695 3.790 2.620 -0.114
H -3.717 4.288 0.495 0.242
H -2.014 4.637 0.169 0.068
H -3.974 6.910 0.379 0.422
H -3.640 6.139 -1.180 -0.116
H -0.852 8.575 0.411 0.287
H -0.717 6.919 1.033 0.133
H -2.105 7.956 1.484 0.268
C -5.379 -0.207 4.683 -0.638
O -4.706 -0.881 5.703 -0.411
C -3.870 -0.107 6.551 1.030
C -3.734 -0.767 7.981 -0.801
O -3.206 -2.025 8.025 -0.395
C -1.774 -2.076 8.152 -0.586
H -4.643 -0.006 3.904 0.141
H -6.025 0.645 4.897 0.310
H -6.077 -1.020 4.483 0.350
H -4.198 0.930 6.478 0.189
H -2.883 -0.180 6.093 -0.581
H -4.683 -0.790 8.517 0.329
H -3.069 -0.242 8.667 0.453
H -1.222 -1.154 8.340 0.266
H -1.338 -2.581 7.290 0.107
H -1.390 -2.647 8.998 0.328
C 5.282 -1.548 5.245 -0.831
O 5.194 -1.358 3.809 -0.139
C 5.341 0.046 3.425 -0.346
C 5.771 0.371 2.011 0.685
O 6.114 1.708 1.849 -0.488
C 6.096 2.262 0.545 0.783
H 4.695 -0.762 5.720 0.331
H 6.363 -1.587 5.383 0.397
H 4.806 -2.511 5.432 0.125
H 6.159 0.456 4.017 0.327
H 4.426 0.584 3.674 -0.049
H 4.854 0.178 1.453 -0.718
H 6.598 -0.238 1.647 0.465
H 5.117 2.086 0.099 -0.167
H 6.873 1.857 -0.104 -0.182
H 6.322 3.311 0.736 -0.166
C -8.665 5.239 -1.742 -0.914
O -7.555 5.689 -1.034 -0.272
C -7.419 5.017 0.180 -0.440
C -6.959 3.490 0.006 -0.161
O -6.488 2.979 1.197 -0.086
C -6.187 1.599 1.250 -0.346
H -8.825 5.788 -2.670 0.297
H -9.509 5.391 -1.070 0.414
H -8.811 4.189 -1.996 0.305
H -8.339 5.044 0.765 0.323
H -6.659 5.488 0.804 0.184
H -6.102 3.548 -0.666 0.020
H -7.634 2.840 -0.552 0.396
H -5.367 1.379 0.567 0.318
H -7.035 0.951 1.027 0.331
H -5.910 1.210 2.230 -0.273
C 0.286 1.627 -6.571 -0.814
O 0.476 1.878 -5.172 0.173
C 0.946 3.183 -4.953 -0.712
C 2.458 3.306 -5.341 -0.288
O 2.547 3.912 -6.607 -0.375
C 3.745 3.757 -7.327 -0.730
H -0.345 2.333 -7.111 0.435
H -0.199 0.658 -6.690 0.008
H 1.119 1.391 -7.233 0.323
H 0.741 3.396 -3.903 0.308
H 0.520 3.928 -5.625 0.469
H 2.987 2.353 -5.345 -0.173
H 2.896 3.950 -4.579 0.573
H 3.658 3.724 -8.413 0.279
H 4.157 2.779 -7.078 0.246
H 4.479 4.474 -6.959 0.320
C -2.245 -3.033 -5.679 -0.893
O -2.547 -3.240 -4.283 -0.269
C -1.332 -3.406 -3.527 0.455
C -0.770 -4.786 -3.825 -0.801
O 0.051 -5.075 -2.781 0.419
C 0.649 -6.314 -2.982 -0.449
H -1.625 -2.144 -5.801 0.262
H -3.214 -2.818 -6.130 0.252
H -1.867 -3.936 -6.159 0.371
H -1.589 -3.535 -2.476 0.049
H -0.551 -2.646 -3.546 -0.212
H -0.195 -4.808 -4.751 0.220
H -1.593 -5.495 -3.915 0.376
H 1.115 -6.696 -2.073 0.096
H 1.514 -6.166 -3.628 -0.381
H -0.025 -7.072 -3.382 0.451
C 3.290 -5.386 -8.551 -1.228
C 3.948 -4.927 -7.278 0.896
O 4.700 -3.940 -7.282 -0.644
N 3.628 -5.636 -6.193 -0.158
C 4.329 -5.579 -4.904 -0.903
H 3.753 -5.229 -9.525 0.346
H 2.275 -5.023 -8.707 0.257
H 3.247 -6.473 -8.481 0.345
H 2.839 -6.266 -6.147 0.238
H 4.909 -4.657 -4.928 0.329
H 4.924 -6.492 -4.936 0.374
H 3.658 -5.488 -4.049 0.191
C -0.893 2.686 5.822 -0.459
C 0.228 3.538 5.546 0.316
O 0.572 3.764 4.336 -0.534
N 0.796 4.160 6.614 -0.141
C 1.908 5.109 6.517 -1.002
H -0.931 2.367 6.864 0.554
H -0.976 1.829 5.155 -0.094
H -1.736 3.364 5.685 0.182
H 0.445 3.859 7.512 0.217
H 2.559 5.141 5.644 0.295
H 2.690 4.807 7.214 0.400
H 1.595 6.145 6.646 0.302
C -4.655 -3.790 1.822 -1.206
C -5.488 -4.523 0.782 0.945
O -5.783 -5.726 1.010 -0.666
N -5.701 -4.001 -0.426 -0.036
C -6.435 -4.733 -1.445 -0.996
H -3.616 -3.581 1.568 0.154
H -4.603 -4.348 2.756 0.309
H -5.139 -2.850 2.088 0.451
H -5.216 -3.170 -0.733 0.140
H -6.850 -5.685 -1.114 0.342
H -5.761 -4.938 -2.277 0.295
H -7.157 -4.094 -1.955 0.342
C 2.957 -3.057 8.003 -0.920
C 1.709 -3.930 7.908 0.614
O 0.929 -3.968 8.868 -0.702
N 1.464 -4.645 6.825 -0.054
C 1.991 -4.485 5.505 -0.167
H 2.786 -2.097 7.514 0.088
H 3.851 -3.586 7.671 0.322
H 3.158 -2.799 9.043 0.390
H 0.624 -5.197 6.919 0.265
H 2.402 -3.476 5.464 -0.288
H 1.160 -4.398 4.805 0.177
H 2.716 -5.271 5.288 0.293
C -5.880 5.584 7.196 -1.290
C -5.731 4.726 6.068 0.750
O -4.776 3.926 6.001 -0.555
N -6.715 4.643 5.132 -0.101
C -6.795 3.757 3.907 -0.536
H -6.421 6.497 6.945 0.417
H -4.868 5.886 7.468 0.303
H -6.318 5.115 8.077 0.265
H -7.518 5.228 5.314 0.212
H -6.745 4.553 3.165 0.276
H -7.774 3.291 3.787 0.254
H -5.916 3.144 3.706 -0.064